(1)
Formula: C16H23Cl36FO2SSi
Source: OMol25
Level of theory: ωB97M-V/def2-TZVPD

```
! wB97M-V def2-TZVPD RIJCOSX def2/J DEFGRID3
* xyz 0 1
C -2.671 -5.975 0.180
S -2.628 -4.311 -0.480
O -1.869 -4.398 -1.705
O -1.944 -3.440 0.429
Si -4.592 -3.538 -1.096
C -5.927 -3.710 0.211
C -6.162 -5.155 0.580
C -6.472 -6.010 -0.597
F -7.339 -5.417 -1.385
H -3.550 -6.478 -0.113
H -2.612 -5.936 1.218
H -1.834 -6.463 -0.212
H -4.980 -4.353 -2.262
H -4.433 -2.161 -1.589
H -5.747 -3.131 1.076
H -6.812 -3.318 -0.227
H -5.319 -5.561 1.081
H -6.961 -5.240 1.264
H -5.624 -6.292 -1.163
H -6.908 -6.899 -0.234
C -0.949 -0.396 -4.337
Cl -0.556 1.035 -3.374
Cl -2.655 -0.391 -4.780
Cl 0.077 -0.483 -5.770
H -0.764 -1.268 -3.733
C -6.323 -2.043 -6.489
Cl -6.378 -2.346 -8.224
Cl -5.554 -3.396 -5.651
Cl -5.512 -0.511 -6.157
H -7.336 -1.966 -6.129
C 2.843 2.438 -3.373
Cl 2.910 2.166 -5.108
Cl 3.630 1.123 -2.509
Cl 3.577 3.987 -2.947
H 1.807 2.462 -3.077
C 6.652 5.516 -0.936
Cl 6.850 4.036 0.000
Cl 6.510 6.914 0.134
Cl 7.995 5.726 -2.056
H 5.741 5.437 -1.511
C 7.804 8.367 3.439
Cl 8.860 7.586 4.614
Cl 6.424 9.125 4.236
Cl 8.700 9.557 2.494
H 7.433 7.611 2.766
C -10.331 -3.816 -3.447
Cl -8.673 -3.703 -4.038
Cl -10.732 -5.481 -3.036
Cl -10.570 -2.755 -2.058
H -10.993 -3.494 -4.234
C 4.156 9.016 7.725
Cl 5.049 9.889 8.970
Cl 3.907 7.336 8.199
Cl 2.618 9.807 7.392
H 4.743 9.026 6.820
C -1.093 -8.857 2.560
Cl -2.692 -8.091 2.568
Cl -1.244 -10.605 2.430
Cl -0.083 -8.230 1.252
H -0.615 -8.627 3.497
C 3.519 11.611 3.572
Cl 4.112 10.411 2.425
Cl 1.781 11.431 3.812
Cl 4.374 11.488 5.115
H 3.704 12.589 3.163
C 11.212 4.412 4.278
Cl 10.624 5.377 2.927
Cl 9.873 3.898 5.305
Cl 12.127 3.019 3.703
H 11.871 5.027 4.868
C 1.902 0.989 1.112
Cl 3.521 1.341 1.715
Cl 0.752 0.873 2.442
Cl 1.392 2.216 -0.046
H 1.929 0.039 0.604
C -0.673 -7.625 -3.265
Cl -0.179 -8.949 -4.316
Cl -2.433 -7.566 -3.141
Cl 0.075 -7.792 -1.668
H -0.334 -6.699 -3.701
*
```

- Kohn-Sham gap: 10.374 eV
- Total energy: -18128.25745 Ha
- HOMO energy: -10.1 eV
- LUMO level: 0.2 eV

Results of the Löwdin charge analysis, in e, for atoms 1 through 8:
1. C -0.219
2. S 0.432
3. O -0.418
4. O -0.367
5. Si 0.693
6. C -0.301
7. C -0.234
8. C -0.313

(2)
Formula: C16H23CoO2
Source: OMol25
Level of theory: ωB97M-V/def2-TZVPD

```
! wB97M-V def2-TZVPD RIJCOSX def2/J DEFGRID3
* xyz -2 5
Co -0.411 0.592 1.619
C 2.121 0.305 2.139
C 2.536 -0.466 1.109
C 2.277 0.137 -0.145
H 3.068 -1.472 1.199
C 1.629 1.416 0.141
C 1.492 1.515 1.600
H 1.332 2.433 2.149
H 2.347 0.162 3.222
H 2.581 -0.191 -1.102
H 1.391 2.153 -0.579
C -2.378 0.483 1.893
C -1.860 1.692 2.306
C -1.239 2.308 1.217
H -1.980 2.167 3.335
C -1.372 1.432 0.108
C -2.052 0.289 0.569
H -2.307 -0.599 -0.082
H -2.990 -0.244 2.528
H -0.796 3.331 1.183
H -1.071 1.629 -0.935
O 0.024 -1.391 -0.459
C -0.260 -0.582 -3.493
C 0.444 -2.058 -3.049
C 0.587 0.566 -3.229
C -1.725 -0.618 -3.227
C 0.457 -2.318 -1.518
H 1.458 -2.031 -3.488
H -0.141 -2.805 -3.611
H -0.144 -3.274 -1.309
H 1.521 -2.590 -1.193
H 0.571 0.908 -4.241
H 1.638 0.391 -2.930
H 0.197 1.365 -2.577
H -2.000 -0.619 -4.264
H -2.134 0.273 -2.741
H -2.188 -1.505 -2.732
C -0.141 -0.548 4.178
O 0.206 -0.641 2.812
H -1.229 -0.703 4.300
H 0.126 0.443 4.593
H 0.415 -1.335 4.705
*
```

- Kohn-Sham gap (spin up / spin down): 4.341 / 4.467 eV
- Total energy: -2156.30981 Ha
- HOMO energy (spin up / spin down): 1.4 / 1.2 eV
- LUMO level (spin up / spin down): 5.7 / 5.7 eV

Results of the Löwdin charge analysis, in e, for atoms 1 through 8:
1. Co 0.532
2. C -0.228
3. C -0.212
4. C -0.164
5. H 0.094
6. C -0.171
7. C -0.255
8. H 0.069

(3)
Formula: C16H23F3MoN4S5
Source: OMol25
Level of theory: ωB97M-V/def2-TZVPD

```
! wB97M-V def2-TZVPD RIJCOSX def2/J DEFGRID3
* xyz 2 3
Mo -0.380 0.437 1.478
C -2.817 -1.558 1.077
C -3.604 -0.692 2.042
S -2.558 0.535 2.898
C -1.674 -0.359 4.228
C -0.155 -0.165 4.057
S 0.470 -1.447 2.939
C 2.255 -1.051 2.846
C 2.670 -0.801 1.412
S 1.678 0.523 0.628
C -0.347 -2.840 -0.402
C -1.143 -1.887 -1.171
S -1.944 -0.539 -0.154
H -3.444 -2.292 0.568
H -2.058 -2.130 1.618
H -4.115 -1.290 2.796
H -4.356 -0.088 1.534
H -1.935 -1.417 4.188
H -2.013 0.035 5.184
H 0.302 -0.146 5.048
H 0.069 0.874 3.678
H 2.790 -1.894 3.283
H 2.432 -0.169 3.461
H 2.566 -1.691 0.790
H 3.715 -0.492 1.370
H 0.630 -2.548 -0.046
H -0.673 -3.860 -0.259
H -1.980 -2.339 -1.700
H -0.535 -1.297 -1.859
N -2.711 3.745 -1.069
C -1.673 2.871 -1.058
S -1.023 2.642 0.651
N -1.258 2.263 -2.080
N -0.298 1.277 -1.950
C 0.330 1.116 -3.050
C 1.382 0.121 -3.301
C 1.871 0.049 -4.601
C 2.847 -0.886 -4.908
C 3.299 -1.711 -3.898
C 2.755 -1.564 -2.628
N 1.817 -0.677 -2.313
H -2.771 4.444 -0.348
H -3.049 4.015 -1.982
H 0.071 1.752 -3.896
H 1.490 0.721 -5.359
H 3.242 -0.964 -5.912
H 4.061 -2.457 -4.076
H 3.105 -2.200 -1.822
F 1.242 3.469 -0.451
C 0.412 3.795 0.524
F -0.041 5.021 0.310
F 1.053 3.749 1.688
*
```

- Kohn-Sham gap (spin up / spin down): 6.233 / 6.598 eV
- Total energy: -3200.59546 Ha
- Relative energy (zero: lowest compared OMol25 entry of this formula, charge and spin): 94.19 kcal per mole
- HOMO energy (spin up / spin down): -14.0 / -14.0 eV
- LUMO level (spin up / spin down): -7.8 / -7.4 eV

Results of the Löwdin charge analysis, in e, for atoms 1 through 8:
1. Mo 0.500
2. C -0.492
3. C -0.459
4. S 0.872
5. C -0.466
6. C -0.538
7. S 0.896
8. C -0.460

(4)
Formula: C16H23FN2O
Source: OMol25
Level of theory: ωB97M-V/def2-TZVPD

```
! wB97M-V def2-TZVPD RIJCOSX def2/J DEFGRID3
* xyz 0 1
C 3.667 2.957 0.689
H 3.922 3.922 0.406
C 4.353 1.814 -0.247
C 4.004 0.514 -0.008
O 4.811 -0.180 0.324
C 2.706 0.249 -0.284
C 1.980 1.081 -1.121
C 0.682 0.474 -1.646
C 0.046 -0.607 -1.039
N -1.341 -0.866 -1.333
C -1.774 -2.353 -0.929
H -0.940 -3.039 -0.947
C -2.831 -2.032 0.015
N -3.445 -0.909 0.410
C -3.605 -0.282 -1.087
H -4.157 -0.862 -1.457
C -2.360 0.248 -1.700
H -1.940 1.167 -1.314
H -2.520 -0.039 -2.779
H -4.199 0.675 -0.738
C -2.757 0.000 1.248
C -3.572 1.236 1.836
H -3.301 1.640 2.652
H -4.660 0.953 1.997
H -3.614 1.713 0.702
H -1.883 0.326 1.037
H -2.746 -0.410 2.159
H -3.586 -3.066 0.123
H -2.178 -2.273 1.196
H -2.484 -2.428 -1.874
C 0.752 -1.408 -0.039
C 2.087 -1.004 0.168
C 2.719 -1.872 1.330
H 3.549 -2.289 0.738
H 2.073 -2.472 1.732
H 3.198 -1.405 2.188
H 0.274 -2.209 0.302
F 0.004 1.380 -2.257
H 2.383 1.691 -1.708
H 4.476 2.117 -1.167
H 5.450 2.121 0.076
H 2.779 2.947 0.670
H 3.977 2.780 1.679
*
```

- Kohn-Sham gap: 8.023 eV
- Total energy: -907.53209 Ha
- Relative energy (zero: lowest compared OMol25 entry of this formula, charge and spin): 17.29 kcal per mole
- HOMO energy: -7.6 eV
- LUMO level: 0.4 eV

Results of the Löwdin charge analysis, in e, for atoms 1 through 8:
1. C 0.009
2. H 0.066
3. C -0.125
4. C -0.611
5. O 0.213
6. C -0.123
7. C 0.135
8. C -0.201

(5)
Formula: C16H23HgIN2O
Source: OMol25
Level of theory: ωB97M-V/def2-TZVPD

```
! wB97M-V def2-TZVPD RIJCOSX def2/J DEFGRID3
* xyz 0 1
C 3.545 4.109 0.899
C 4.673 3.151 0.526
H 3.254 4.734 0.052
H 3.837 4.774 1.718
H 2.642 3.569 1.204
H 4.325 2.383 -0.167
H 5.503 3.675 0.045
H 5.075 2.655 1.413
C -2.971 1.121 -0.988
C -4.203 0.949 -1.611
C -4.384 -0.187 -2.399
C -3.337 -1.101 -2.521
H -2.792 2.017 -0.396
H -4.985 1.689 -1.463
H -5.335 -0.360 -2.900
H -3.428 -2.000 -3.126
N -1.983 0.224 -1.079
C -2.132 -0.886 -1.831
C -1.006 -1.853 -1.851
N 0.098 -1.520 -1.135
C 1.151 -2.357 -1.101
C 0.015 -3.961 -2.460
C 1.143 -3.604 -1.721
H 2.038 -2.053 -0.545
H 2.002 -4.266 -1.618
C -1.055 -3.071 -2.553
H -1.944 -3.290 -3.146
H -0.024 -4.920 -2.970
Hg 0.041 0.431 0.336
I 0.110 3.103 -0.061
C -1.252 0.391 3.893
C 0.017 -0.383 3.508
C 1.195 0.538 3.853
C 0.097 -1.663 4.347
O 0.032 -0.821 2.181
H -1.286 0.521 4.986
H -2.162 -0.139 3.590
H -1.277 1.391 3.437
H 1.268 0.672 4.943
H 2.138 0.117 3.490
H 1.074 1.528 3.396
H -0.756 -2.316 4.123
H 1.002 -2.226 4.084
H 0.106 -1.461 5.427
*
```

- Kohn-Sham gap: 7.205 eV
- Total energy: -1259.35399 Ha
- HOMO energy: -8.1 eV
- LUMO level: -0.8 eV

Results of the Löwdin charge analysis, in e, for atoms 1 through 8:
1. C -0.219
2. C -0.174
3. H 0.052
4. H 0.062
5. H -0.046
6. H 0.055
7. H 0.058
8. H 0.059